1.
An isolated molecule of C2H3Br2N in a non-equilibrium geometry, computed with ωB97M-V/def2-TZVPD.

Geometry as XYZ:
```
8
Properties=species:S:1:pos:R:3:nbo_charge:R:1
C -0.105 0.283 0.487 0.25
H -1.017 1.535 1.695 0.39
H 0.474 -1.686 -0.373 0.27
H -0.993 -0.837 -1.353 0.28
Br 1.065 0.089 -1.957 0.00
Br 1.729 0.323 1.269 -0.06
C -0.106 -0.705 -0.597 -0.54
N -1.046 0.997 0.829 -0.59
```

Results
**HOMO-LUMO gap**: 10.33 eV
**SMILES**: [H]/N=C(\Br)CBr
**Maximum force**: 3.8 eV Å⁻¹
**LUMO energy**: 0.31 eV
**Energy**: -5280.75660 a.u.
**Spin multiplicity**: 1
**Charge**: 0
**Energy above the lowest of the compared OMol25 structures with the same formula, charge and spin**: 7.8 kcal per mole

---

2.
A 15-piece molecular cluster, C59H63Cl8N11 overall in a non-equilibrium geometry, computed with ωB97M-V/def2-TZVPD.

Geometry as XYZ:
```
141
Properties=species:S:1:pos:R:3:mulliken_charge:R:1
C -13.736 -1.659 2.444 -0.32
Cl -16.510 7.800 2.892 -0.17
H -13.349 2.904 -0.331 0.52
Cl -17.199 8.795 -5.420 -0.18
C -13.919 -5.404 -0.863 -0.57
H -14.187 -6.275 -0.284 0.41
H -16.880 -0.783 3.551 0.51
H -16.913 2.842 -8.976 0.38
H -14.499 -2.108 -1.306 0.76
C -23.198 -1.331 -1.558 -0.50
C -13.160 -1.739 3.727 -0.62
H -22.780 0.574 -4.423 0.48
H -18.281 -4.381 2.443 0.39
C -15.381 -0.567 -5.291 -0.59
C -19.322 0.326 -4.426 -0.60
C -14.689 2.666 5.260 -0.55
H -11.145 5.428 -2.157 0.42
C -18.044 -2.865 -0.460 -0.54
N -18.102 -3.867 0.477 -0.61
C -19.635 -0.234 -5.623 -0.57
H -12.174 -1.314 -4.824 0.33
C -13.921 -1.408 4.841 -0.31
Cl -18.399 6.908 0.644 -0.01
H -25.711 -2.116 -3.725 0.37
C -14.474 -4.180 -0.679 -0.34
C -18.707 6.210 -3.050 0.00
H -15.877 7.007 -6.038 0.04
C -20.472 2.348 -4.971 -0.57
N -19.040 5.645 -4.240 0.19
C -20.393 7.565 -4.783 -0.69
C -18.708 -1.265 1.188 0.20
C -21.143 1.819 0.771 -0.13
H -16.152 3.527 2.359 0.54
Cl -17.975 3.643 -6.983 -0.03
H -17.854 -3.046 -1.508 0.43
Cl -15.918 3.796 -1.463 -0.26
H -20.468 9.130 -3.318 0.35
C -20.286 2.816 0.232 -0.73
H -20.216 5.811 -6.033 0.40
H -12.104 -1.966 3.734 0.35
N -13.265 -3.266 -2.598 -0.15
C -24.306 -1.984 -2.060 -0.42
H -16.269 4.042 4.668 0.38
C -12.808 0.935 -1.074 0.58
C -14.252 -1.407 -5.131 -0.51
H -22.008 1.502 0.208 0.51
H -13.660 0.776 -1.719 0.52
C -11.276 4.932 -5.480 -0.59
C -19.195 7.525 -2.655 -0.49
C -13.143 -5.628 -1.999 -0.50
C -11.670 2.158 0.672 -0.53
H -11.486 2.944 1.389 0.43
N -13.500 5.110 -4.618 -0.04
C -19.887 6.283 -5.119 -0.16
C -10.902 0.049 0.138 -0.60
H -15.813 2.529 -7.671 0.08
H -19.289 -1.244 -5.785 0.51
H -18.992 -0.264 1.475 0.36
H -11.853 -0.900 -1.564 0.41
H -15.590 -1.509 1.380 0.36
C -24.877 -1.583 -3.294 -0.26
C -19.854 1.839 2.787 -0.37
N -15.303 -1.011 4.757 -0.54
Cl -14.392 8.443 -4.916 -0.18
C -20.301 0.541 -6.598 -0.46
H -16.292 2.525 -3.271 -0.15
H -20.721 3.335 -4.611 0.32
H -14.795 2.714 6.334 0.38
H -12.192 -4.613 -3.705 0.38
C -15.492 3.360 4.355 -0.39
Cl -15.564 4.782 -8.460 -0.18
C -18.157 7.162 2.365 -0.39
C -11.506 5.291 -3.165 -0.66
C -15.267 0.823 -5.176 -0.10
H -16.184 1.381 -5.293 0.63
H -18.761 8.046 -1.814 0.46
Cl -16.319 0.981 -1.461 0.29
C -19.236 3.293 1.044 -0.10
C -15.843 -1.083 3.515 -0.38
C -15.436 3.021 2.989 -0.57
C -22.555 -0.405 -2.436 -0.05
H -9.578 5.202 -4.049 0.43
H -24.826 -2.756 -1.512 0.38
C -20.724 1.870 -6.246 -0.41
C -16.503 3.276 -8.064 -0.27
H -18.971 7.812 2.686 0.37
H -13.479 -1.127 5.786 0.36
H -10.139 -0.689 0.333 0.42
H -18.793 -0.159 -3.618 0.57
H -14.267 -2.486 -5.108 0.42
H -16.343 -0.941 -5.610 0.47
H -17.794 2.684 -2.515 0.25
H -20.447 3.128 -0.790 0.51
H -14.597 1.709 1.575 0.40
N -13.723 1.753 4.857 -0.57
C -15.940 7.569 -5.106 0.37
C -12.914 5.219 -3.394 -0.09
N -19.773 1.543 -4.110 0.32
C -10.641 5.127 -4.222 -0.34
C -18.372 -1.601 -0.116 -0.25
N -24.349 -0.637 -4.062 -0.52
H -13.111 4.975 -6.631 0.31
C -13.673 1.474 3.566 -0.59
C -11.894 -0.090 -0.850 -0.52
C -14.553 1.984 2.618 0.05
C -20.966 1.327 2.105 -0.72
H -13.595 5.161 -2.558 0.35
H -12.899 0.791 3.252 0.87
H -19.562 1.475 3.760 0.39
H -18.238 -0.848 -0.879 0.33
C -12.676 5.021 -5.643 -0.17
H -21.618 0.611 2.583 0.46
C -16.750 2.476 -2.283 -0.14
H -21.598 -0.007 -2.133 0.53
H -18.584 4.070 0.674 0.45
H -12.675 -6.585 -2.183 0.39
C -13.060 -0.709 -4.941 -0.33
C -23.168 -0.148 -3.719 -0.48
H -21.241 2.448 -6.998 0.43
H -20.607 0.125 -7.546 0.48
H -18.889 -1.922 3.179 0.59
C -14.134 -3.090 -1.566 -0.34
N -19.086 2.835 2.310 -0.24
C -18.372 -3.546 1.763 -0.59
H -13.757 2.440 -4.854 0.58
H -16.266 7.007 -4.230 -0.05
H -13.194 -1.947 1.556 0.49
H -15.164 -4.035 0.138 0.38
C -18.710 -2.220 2.156 -0.30
H -20.999 8.155 -5.454 0.40
C -13.946 1.385 -4.989 -0.41
C -12.669 2.066 -0.294 -0.65
N -12.880 0.646 -4.820 -0.48
H -22.784 -1.449 -0.568 0.47
C -20.067 8.164 -3.588 -0.59
N -10.805 1.166 0.924 -0.59
C -12.807 -4.527 -2.821 -0.42
H -18.121 5.701 -2.300 0.17
H -10.658 4.867 -6.364 0.41
H -18.357 6.241 2.913 0.20
C -15.132 -1.358 2.346 0.11
```

Results
**HOMO-LUMO gap**: 9.13 eV
**Maximum force**: 3.8 eV Å⁻¹
**LUMO energy**: 0.25 eV
**Energy**: -6569.68965 a.u.
**Spin multiplicity**: 1
**Charge**: 0
**Energy above the lowest of the compared OMol25 structures with the same formula, charge and spin**: 0.0 kcal per mole